{"formula": "C2H7AlO4P", "method": "ωB97M-V/def2-TZVPD", "orbital_gap_ev": 8.0645, "lumo_energy_ev": 3.657, "total_charge": -1, "homo_energy_ev": -4.407, "symbols": ["O", "P", "O", "C", "C", "O", "Al", "O", "H", "H", "H", "H", "H", "H", "H"], "xyz": [[1.9092, 0.0619, 1.2217], [1.9133, 0.3972, -0.3963], [2.0882, -0.9991, -1.2266], [0.1414, 0.8948, -0.7714], [-0.7206, 1.2891, 0.4712], [-2.0073, 0.7428, 0.4062], [-1.5395, -0.9701, -0.0521], [-0.4630, -0.2731, -1.3433], [1.3972, -0.7373, 1.4399], [1.4085, -1.6428, -0.9600], [0.1454, 1.6317, -1.5722], [-0.2363, 0.7271, 1.2802], [-0.6609, 2.3234, 0.8038], [-0.7044, -1.4721, 1.2516], [-2.6712, -1.9736, -0.5529]], "forces_ev_per_angstrom": [[0.0535, -0.9791, -0.4075], [1.1708, 1.9483, -0.3554], [-0.1102, -0.3267, 0.9967], [-0.9090, -1.5171, -0.4732], [0.6588, -1.1792, 0.9690], [-0.2727, -0.1633, -0.3559], [-0.3957, 1.3492, -0.3750], [-0.1551, -0.5512, 0.7291], [-0.2780, 0.3060, 0.1108], [-0.2406, 0.2138, -0.5268], [0.2657, 0.4575, 0.0369], [0.2664, 0.4389, 0.3011], [-0.2588, 0.4255, -0.5091], [0.2431, -0.3424, -0.0696], [-0.0381, -0.0802, -0.0711]]}


{"formula": "C48H92F2N17O16P4RbS2", "method": "ωB97M-V/def2-TZVPD", "e_above_lowest_kcal_mol": 86.4, "orbital_gap_ev": 5.6691, "lumo_energy_ev": -2.047, "homo_energy_ev": -7.716, "symbols": ["Rb", "N", "S", "O", "O", "F", "S", "O", "O", "F", "C", "C", "C", "C", "C", "C", "N", "O", "O", "H", "H", "H", "H", "H", "C", "C", "C", "C", "C", "C", "N", "O", "O", "H", "H", "H", "H", "H", "C", "C", "C", "C", "C", "C", "N", "O", "O", "H", "H", "H", "H", "H", "C", "C", "C", "C", "C", "C", "N", "O", "O", "H", "H", "H", "H", "H", "O", "P", "N", "C", "C", "N", "C", "C", "N", "C", "C", "H", "H", "H", "H", "H", "H", "H", "H", "H", "H", "H", "H", "H", "H", "H", "H", "H", "H", "O", "P", "N", "C", "C", "N", "C", "C", "N", "C", "C", "H", "H", "H", "H", "H", "H", "H", "H", "H", "H", "H", "H", "H", "H", "H", "H", "H", "H", "O", "P", "N", "C", "C", "N", "C", "C", "N", "C", "C", "H", "H", "H", "H", "H", "H", "H", "H", "H", "H", "H", "H", "H", "H", "H", "H", "H", "H", "O", "P", "N", "C", "C", "N", "C", "C", "N", "C", "C", "H", "H", "H", "H", "H", "H", "H", "H", "H", "H", "H", "H", "H", "H", "H", "H", "H", "H"], "xyz": [[4.6602, -0.4820, 1.1593], [1.8817, -0.2813, 0.5470], [0.7306, -1.2432, 0.6840], [-0.3607, -1.2090, -0.3111], [0.4290, -1.6284, 2.0280], [1.6271, -2.5400, 0.2719], [1.0216, 1.1930, 0.1338], [-0.1047, 1.5237, 0.9837], [1.0802, 1.5871, -1.2685], [2.1719, 2.1503, 0.7736], [5.5058, -3.8251, -2.1715], [5.0212, -4.1266, -3.4064], [3.7789, -4.6795, -3.5498], [2.9965, -4.9246, -2.4401], [3.5022, -4.6518, -1.1425], [4.8137, -4.1718, -0.9804], [1.6183, -5.4902, -2.5221], [1.0696, -5.4896, -3.5981], [1.0507, -5.9207, -1.5535], [6.4814, -3.3662, -2.1078], [5.5493, -3.8246, -4.2988], [3.4184, -4.8172, -4.5585], [2.8800, -4.8006, -0.2724], [5.1837, -4.1235, 0.0331], [3.0927, 2.5356, 4.3570], [3.0997, 3.4219, 5.4011], [1.8747, 3.9999, 5.8059], [0.6601, 3.8143, 5.0279], [0.6581, 2.8430, 4.0158], [1.8330, 2.1640, 3.7911], [-0.4469, 4.7649, 5.2545], [-0.2323, 5.6956, 6.0510], [-1.3391, 4.8176, 4.4644], [4.0565, 2.0817, 4.1797], [3.9855, 3.5971, 5.9937], [1.9593, 4.6201, 6.6859], [-0.2881, 2.6645, 3.5268], [1.8324, 1.3169, 3.1212], [3.8646, -5.0340, 2.1486], [2.5207, -4.6830, 2.4646], [1.5260, -5.6245, 2.2148], [1.7466, -6.9154, 1.7624], [3.1236, -7.2125, 1.5946], [4.1408, -6.3408, 1.6701], [0.7022, -7.9081, 1.6430], [0.9998, -9.0851, 1.4267], [-0.4832, -7.6281, 1.7129], [4.7070, -4.3918, 2.3590], [2.3273, -3.6761, 2.8041], [0.5216, -5.3420, 2.4936], [3.2473, -8.2238, 1.2364], [5.1931, -6.5474, 1.5423], [4.0225, -2.1293, 4.4253], [4.1875, -2.5253, 5.7781], [3.1513, -2.2982, 6.6776], [1.9660, -1.6409, 6.2954], [1.9253, -1.1315, 4.9680], [2.9341, -1.4113, 4.0556], [0.8141, -1.5614, 7.2388], [-0.2947, -1.2185, 6.7796], [1.0021, -1.9069, 8.4268], [4.7736, -2.3697, 3.6874], [5.0127, -3.1538, 6.0787], [3.2915, -2.7753, 7.6364], [1.0324, -0.7030, 4.5372], [2.7416, -1.2381, 3.0071], [1.6381, 0.3002, -6.7523], [1.9108, -0.5061, -5.5741], [0.5008, -1.0045, -4.7608], [-0.8479, -0.4145, -5.0306], [0.5528, -1.9936, -3.7437], [2.8927, 0.3753, -4.4269], [2.9045, 1.8331, -4.4380], [3.3550, -0.2740, -3.2153], [2.8161, -1.9775, -5.9011], [4.2060, -1.8100, -6.2736], [2.1920, -3.0400, -6.7555], [-1.1023, 0.2304, -4.1895], [-1.6331, -1.1617, -5.1451], [-0.8944, 0.2172, -5.9177], [-0.3995, -2.5060, -3.6074], [0.8627, -1.6176, -2.7687], [1.2793, -2.7737, -3.9712], [2.1467, 2.2078, -3.7499], [3.8734, 2.1851, -4.0838], [2.6876, 2.2951, -5.4011], [3.3990, -1.3511, -3.3764], [4.3231, 0.1476, -2.9450], [2.8557, 0.0603, -2.3059], [4.6194, -2.7571, -6.6202], [4.2731, -1.0187, -7.0203], [4.7068, -1.3256, -5.4354], [2.0598, -4.0036, -6.2634], [2.6505, -3.2693, -7.7174], [1.1752, -2.6961, -6.9450], [-6.9560, 0.4249, -2.0717], [-5.5852, 0.8490, -2.4220], [-4.4589, 0.1623, -1.3530], [-4.8733, -0.1998, 0.0198], [-2.9958, 0.1023, -1.6621], [-5.2007, 2.5024, -2.4454], [-3.9108, 3.0748, -2.8685], [-6.3110, 3.5338, -2.2473], [-5.1761, 0.1527, -3.9602], [-5.7618, 0.7391, -5.1817], [-5.1882, -1.3215, -3.9253], [-4.0545, -0.5820, 0.6295], [-5.5477, -1.0517, -0.0673], [-5.3960, 0.6206, 0.5116], [-2.6068, -0.8608, -1.3314], [-2.4106, 0.8232, -1.0912], [-2.8162, 0.3083, -2.7173], [-3.6217, 2.7394, -3.8645], [-3.9187, 4.1635, -2.9211], [-3.1436, 2.8896, -2.1167], [-6.4244, 4.1130, -3.1637], [-7.2267, 2.9599, -2.1049], [-6.0949, 4.1850, -1.4003], [-5.7835, 1.8228, -5.0671], [-5.0332, 0.5043, -5.9576], [-6.7813, 0.4421, -5.4276], [-4.5124, -1.7453, -3.1825], [-4.9562, -1.6345, -4.9433], [-6.1798, -1.6719, -3.6389], [-5.7016, -0.7441, 3.0052], [-4.3397, -0.9702, 3.7209], [-4.5583, -0.6245, 5.4377], [-3.5912, -1.0775, 6.4551], [-5.7831, -0.0467, 5.9911], [-3.2110, 0.2218, 3.3133], [-3.6915, 1.5105, 2.9271], [-1.8662, 0.2010, 3.8793], [-3.5660, -2.4841, 3.6422], [-2.9654, -2.9657, 2.3516], [-4.2325, -3.6193, 4.3730], [-3.6173, -0.4046, 7.3123], [-2.5761, -1.1505, 6.0650], [-3.9824, -1.9985, 6.8874], [-6.5644, -0.8001, 6.0913], [-6.1339, 0.7075, 5.2867], [-5.6324, 0.4868, 6.9296], [-3.5980, 2.1423, 3.8104], [-3.0406, 1.8720, 2.1310], [-4.7017, 1.4420, 2.5235], [-1.7812, 0.8411, 4.7574], [-1.5747, -0.8015, 4.1926], [-1.0976, 0.4152, 3.1367], [-2.5321, -2.0931, 1.8627], [-2.1244, -3.6405, 2.5107], [-3.7303, -3.4695, 1.7606], [-4.4653, -3.3084, 5.3915], [-3.4768, -4.3952, 4.4956], [-5.0111, -4.0684, 3.7564], [1.2570, 7.7790, -1.3010], [1.2461, 6.2762, -1.5656], [0.5297, 5.7575, -3.0609], [0.5393, 4.3668, -3.5385], [-0.4964, 6.6051, -3.6166], [0.5833, 5.2667, -0.3244], [-0.8085, 4.6123, -0.3866], [1.0110, 5.5115, 1.0209], [2.8315, 5.6810, -1.8255], [3.6221, 6.1975, -2.9564], [3.4971, 4.6603, -1.0530], [1.2297, 4.3264, -4.3810], [-0.4894, 4.0460, -3.7029], [0.9003, 3.7144, -2.7435], [-1.5178, 6.3191, -3.3652], [-0.4120, 6.4830, -4.6964], [-0.2615, 7.6619, -3.4900], [-1.5668, 5.3753, -0.2105], [-1.0359, 4.2132, -1.3750], [-1.0062, 3.8308, 0.3472], [2.0991, 5.4816, 1.0784], [0.7038, 6.5389, 1.2161], [0.7172, 4.7109, 1.6997], [4.6808, 6.3441, -2.7422], [3.3700, 5.6651, -3.8735], [3.3565, 7.2412, -3.1243], [3.5489, 4.9628, -0.0071], [4.5311, 4.5631, -1.3838], [2.9591, 3.7137, -1.1030]], "forces_ev_per_angstrom": [[-0.1428, 0.0809, -0.2091], [-0.1740, 5.5650, -1.4185], [-3.7086, -5.9853, -1.0949], [2.4717, 0.5585, 2.0787], [-0.4472, 0.6822, 0.3357], [-0.1684, 0.0748, -0.3782], [1.6566, 2.5003, -0.2319], [1.1422, -1.1954, -1.2637], [-0.4118, -1.4748, 2.3265], [-0.1339, -0.7344, -0.3340], [0.8418, -0.2586, 2.1543], [0.0088, 0.6506, -0.4646], [-1.3900, -0.2969, -0.6814], [0.5124, 0.1780, 1.8792], [0.2602, -0.1686, -0.6900], [-1.3479, -0.1113, -1.8193], [-0.4994, 0.1290, -0.8287], [0.5544, 0.3837, -1.2879], [0.7173, -0.0478, 1.6098], [0.1835, 0.0184, 0.1037], [0.1985, -0.1129, 0.0208], [-0.3301, -0.2970, 0.0820], [-0.1067, -0.2498, -0.1171], [0.3546, 0.3933, -0.1340], [-1.4871, -0.5323, 0.2066], [-1.8866, 0.4197, 0.6169], [-0.5486, -0.0232, -1.1494], [3.0488, -0.2416, 1.4469], [-0.5372, 1.1249, 1.3772], [1.8738, -0.3409, -0.4941], [1.7643, 2.6833, 0.4629], [-0.1543, -1.7035, -0.0390], [-1.3012, -1.1800, -0.8209], [-0.2004, -0.5161, -0.6789], [0.0672, 0.1834, -0.0964], [-0.6938, 0.2977, -0.1542], [0.1443, -0.3166, -0.3391], [-0.1450, 0.0923, -0.2907], [-1.5934, -0.8658, 0.3870], [2.3803, -0.7321, -1.1348], [-1.7955, 0.2780, 0.6296], [2.7466, 2.1334, 1.0189], [-2.4964, -3.0566, -1.6786], [0.6742, 2.7640, 1.4610], [-1.7255, -2.5514, -0.8134], [1.3831, 1.0098, 0.2178], [0.7413, 1.6814, 0.4192], [-0.0610, 0.3267, -0.0367], [-0.4771, -0.1884, 0.1525], [-0.2691, 0.0337, -0.2190], [0.5815, -0.2442, 0.1065], [-0.1342, -0.6657, -0.3432], [1.4033, -0.3734, 1.6206], [-0.9074, 0.1726, -1.2638], [-0.0994, -0.3464, 0.1014], [1.3121, 0.3395, -1.3519], [-1.2655, -0.7436, 0.9901], [-0.8051, 0.0455, 0.1024], [-1.4659, -0.2465, 1.0321], [2.4837, -0.5018, 0.7295], [-0.1087, 0.8047, -2.6578], [0.2278, -0.2749, 0.0076], [0.1423, 0.1845, 0.0297], [-0.4598, 0.3351, 0.2945], [-0.2462, 0.2257, 0.4216], [-0.2343, 0.4021, -0.0105], [-0.3179, 0.8693, -0.7813], [0.3935, -1.0737, 1.9277], [0.0748, 0.6329, -2.2109], [0.8465, 0.3973, 0.3030], [0.4054, -1.0023, 1.0281], [-0.5937, -1.5140, -1.7826], [-0.4254, -0.1527, 0.4456], [0.3247, 1.0576, -0.0346], [-0.9665, -0.3552, 0.0986], [-0.1763, 1.6273, 0.4985], [-1.5037, 0.9224, 0.7968], [-0.2045, -0.0190, 0.1259], [0.2494, -0.3428, 0.1377], [0.5563, -0.1673, -0.0638], [-0.1346, 0.1525, -0.1205], [-0.2226, 0.3089, 0.2689], [0.0515, -0.0857, -0.2735], [0.0097, 0.1094, 0.1981], [0.1893, 0.0427, -0.0381], [0.1302, -0.5331, -0.1639], [-0.0151, 0.0536, 0.4065], [0.9428, -0.3459, -0.5568], [-1.1771, -0.5649, -0.0065], [0.2233, 0.2422, 0.2427], [0.2792, -0.3112, -0.7664], [0.6009, -0.6267, 0.2164], [0.3026, 0.0082, 0.5062], [0.4002, 0.6807, 0.0430], [-0.1338, -0.1967, -0.3263], [-0.1013, 1.1654, 0.4557], [1.5636, -1.2024, -0.2166], [0.9292, 0.2071, -0.9804], [-0.5256, -0.4344, -0.9826], [-1.1544, 0.1512, 0.6680], [-1.6486, 1.1222, -0.2913], [-0.2392, -0.3138, 0.3921], [0.8870, -1.7191, -0.6641], [0.2910, 0.8702, 1.4339], [0.9612, 0.1849, 0.9106], [-0.5338, 0.6620, -0.1814], [0.3086, 0.5143, -0.1998], [-0.3390, 0.1480, 0.2646], [0.1319, -0.1356, 0.1573], [-0.0136, -0.2110, -0.4429], [-0.0569, 0.3790, 0.1684], [-0.1068, -0.3343, 0.0259], [0.2380, -0.2818, 0.0602], [-0.6687, 0.0718, 0.0031], [0.2464, -0.4500, -0.1830], [0.0448, 0.1924, 0.0189], [-0.0241, 0.2190, 0.2666], [-0.0012, -0.1051, -0.0009], [0.0768, 0.0837, 0.0121], [-0.4396, 0.0019, -0.4874], [-0.0014, -0.4293, 0.0468], [0.3051, 0.2711, -0.2353], [0.1309, -0.3926, 0.1330], [-0.2323, -0.2090, -0.2142], [3.6455, -0.6961, 1.6363], [-3.0774, 1.6632, 0.9059], [0.9697, -0.6027, -0.6314], [-1.1050, 0.1197, -0.3204], [-0.1271, -0.0748, -1.3588], [0.4348, -2.6621, -0.5516], [0.2680, 0.1148, -0.2227], [-0.1460, -0.7386, -0.1743], [-0.2306, -0.1855, 0.0489], [-0.3241, 1.1278, 0.9232], [1.3640, 0.7380, -0.4746], [0.2672, 0.4355, -0.1832], [-0.2997, -0.2713, 0.1783], [0.5706, -0.5854, 0.0629], [-0.1939, 0.0277, 0.2759], [-0.2838, -0.0887, -0.0330], [0.3865, -0.3127, 0.0941], [-0.3820, 0.6259, -0.1065], [0.0465, 0.3894, -0.0672], [0.0373, 0.0938, 0.3426], [0.0444, 0.3353, 0.0717], [-0.3857, -0.1509, 0.1102], [-0.1231, 0.6019, -0.2102], [-0.2560, -0.0699, -0.3706], [-0.1415, -0.1495, 0.4232], [0.0701, 0.1308, -0.2741], [-0.6795, -0.0398, -0.3776], [0.1992, -0.0400, -0.0690], [-0.4924, 0.2660, 0.3887], [-0.5350, -2.9751, -0.6851], [0.3659, -0.1151, -0.6870], [0.2024, 1.1571, 2.3822], [0.4147, 0.9005, 1.2704], [0.4455, -0.0088, -1.4083], [-0.8925, -1.5167, -1.8871], [0.7102, 1.5933, -0.7799], [0.8651, 0.7859, -0.0999], [0.1034, 0.3925, 0.0069], [-1.3201, 1.2534, 0.3688], [-0.4279, 0.1075, 0.5050], [-0.4729, -0.4405, -0.3420], [0.0608, -0.0675, -0.6376], [0.2325, -0.0065, -0.0247], [-0.1584, 0.2042, 0.4008], [-0.2401, -0.0685, -0.3376], [-0.2892, -0.1087, 0.6306], [-0.1051, 0.1815, 0.1264], [0.3811, -0.0576, -0.0199], [0.8178, 0.0110, 0.0895], [0.1134, 0.2321, -0.0062], [-0.1450, -0.1431, 1.2609], [-0.6082, 0.3546, 0.0656], [0.0992, -0.9119, 0.1066], [0.5687, -0.2056, -0.1279], [-0.5011, 0.0815, -0.1447], [0.1316, -0.2098, 0.1854], [-0.1301, -0.1712, -0.1878], [0.2030, -0.2646, -0.0133]]}